{
  "formula": "C25H47Cl2N4O5",
  "method": "ωB97M-V with the def2-TZVPD basis set",
  "symbols": ["C", "C", "Cl", "C", "Cl", "N", "C", "N", "C", "N", "N", "H", "H", "H", "H", "H", "H", "H", "C", "C", "C", "O", "C", "H", "H", "H", "H", "H", "H", "H", "H", "C", "C", "C", "O", "C", "H", "H", "H", "H", "H", "H", "H", "H", "C", "C", "C", "O", "C", "H", "H", "H", "H", "H", "H", "H", "H", "C", "C", "C", "O", "C", "H", "H", "H", "H", "H", "H", "H", "H", "C", "C", "C", "O", "C", "H", "H", "H", "H", "H", "H", "H", "H"],
  "xyz": [[6.74, -1.88, 1.73], [5.41, -2.00, 1.07], [4.73, -3.59, 1.00], [4.71, -1.00, 0.52], [5.31, 0.63, 0.53], [3.46, -1.17, -0.10], [2.32, -1.12, 0.59], [1.09, -1.23, 0.08], [0.27, -1.09, 1.10], [0.94, -0.90, 2.23], [2.27, -0.92, 1.92], [6.87, -0.88, 2.14], [6.83, -2.60, 2.54], [7.53, -2.05, 1.00], [3.39, -1.30, -1.11], [-0.81, -1.15, 1.05], [0.61, -0.77, 3.18], [3.02, -0.82, 2.58], [-3.91, -4.08, 2.28], [-4.22, -3.50, 0.90], [-3.75, -2.06, 1.06], [-2.66, -2.09, 1.99], [-2.61, -3.38, 2.63], [-3.81, -5.16, 2.29], [-4.68, -3.79, 2.99], [-3.63, -4.01, 0.13], [-5.27, -3.57, 0.62], [-4.55, -1.43, 1.47], [-3.41, -1.62, 0.12], [-1.74, -3.92, 2.23], [-2.48, -3.24, 3.70], [2.24, 2.45, -2.81], [1.65, 1.96, -4.13], [2.58, 0.79, -4.47], [3.01, 0.25, -3.21], [2.65, 1.14, -2.16], [1.55, 3.03, -2.20], [3.12, 3.07, -3.00], [0.63, 1.60, -3.98], [1.63, 2.71, -4.91], [3.46, 1.13, -5.02], [2.08, 0.01, -5.04], [1.82, 0.70, -1.60], [3.52, 1.24, -1.50], [-4.42, 0.52, 5.47], [-3.62, -0.27, 6.49], [-4.06, -1.70, 6.19], [-4.35, -1.74, 4.79], [-4.39, -0.41, 4.26], [-4.01, 1.50, 5.25], [-5.45, 0.66, 5.82], [-2.55, -0.16, 6.30], [-3.81, 0.01, 7.52], [-4.97, -1.96, 6.74], [-3.30, -2.44, 6.41], [-3.50, -0.25, 3.65], [-5.27, -0.31, 3.62], [0.27, -0.45, -8.26], [1.70, 0.09, -8.31], [1.48, 1.53, -8.74], [0.21, 1.92, -8.21], [-0.49, 0.77, -7.73], [0.15, -1.32, -7.63], [-0.07, -0.70, -9.27], [2.14, 0.06, -7.31], [2.35, -0.46, -8.98], [1.45, 1.61, -9.83], [2.24, 2.21, -8.37], [-0.49, 0.78, -6.64], [-1.52, 0.81, -8.08], [0.61, 4.06, 2.44], [-0.10, 2.87, 1.79], [-0.99, 2.38, 2.92], [-1.32, 3.52, 3.70], [-0.51, 4.63, 3.31], [1.00, 4.78, 1.72], [1.43, 3.71, 3.06], [-0.72, 3.22, 0.95], [0.57, 2.10, 1.42], [-0.46, 1.67, 3.57], [-1.91, 1.91, 2.57], [-1.12, 5.34, 2.75], [-0.14, 5.13, 4.20]],
  "lowdin_charge": [-0.1053, -0.7077, 0.7446, -0.7295, 0.7491, 0.0727, -0.3599, 0.1900, -0.0678, 0.1167, 0.1721, 0.0633, 0.0808, 0.1036, 0.1636, 0.1349, 0.1823, 0.1862, -0.1552, -0.1540, -0.1922, -0.2045, -0.2004, 0.1174, 0.1123, 0.1157, 0.1181, 0.1107, 0.1164, 0.1150, 0.1074, -0.1535, -0.1575, -0.1922, -0.1494, -0.2369, 0.1115, 0.1189, 0.1149, 0.1183, 0.1237, 0.1059, 0.0977, 0.0689, -0.1574, -0.1638, -0.1947, -0.1586, -0.2095, 0.1117, 0.1178, 0.1080, 0.1144, 0.1208, 0.1147, 0.0996, 0.1191, -0.1644, -0.1660, -0.2007, -0.1421, -0.2073, 0.1106, 0.1153, 0.0856, 0.1141, 0.1189, 0.1145, 0.1062, 0.1178, -0.1624, -0.1759, -0.2301, -0.1328, -0.1866, 0.1145, 0.1126, 0.1187, 0.0903, 0.1026, 0.1148, 0.1223, 0.1209],
  "homo_lumo_gap_ev": 8.28,
  "lumo_ev": -2.7,
  "charge": 1
}